{"formula": "C27H21N11O4SV", "method": "ωB97M-V with the def2-TZVPD basis set", "symbols": ["V", "O", "C", "C", "C", "C", "C", "C", "C", "N", "N", "C", "O", "C", "C", "C", "C", "C", "C", "H", "H", "H", "H", "H", "H", "H", "H", "H", "H", "N", "N", "C", "N", "N", "N", "O", "O", "H", "H", "H", "H", "H", "S", "N", "C", "C", "C", "C", "C", "N", "C", "C", "N", "C", "C", "C", "C", "C", "N", "H", "H", "H", "H", "H", "H"], "positions_angstrom": [[0.143, 0.674, 0.065], [0.255, 0.935, 1.716], [1.011, 1.042, 2.747], [0.508, 1.238, 4.045], [1.356, 1.270, 5.129], [2.735, 1.144, 4.950], [3.258, 1.007, 3.682], [2.426, 0.953, 2.554], [2.929, 0.860, 1.228], [2.181, 0.760, 0.164], [2.786, 0.680, -1.017], [1.899, 0.549, -1.979], [0.666, 0.442, -1.646], [2.308, 0.574, -3.389], [3.606, 0.244, -3.779], [3.975, 0.340, -5.108], [3.065, 0.785, -6.055], [1.775, 1.118, -5.673], [1.392, 1.002, -4.351], [-0.557, 1.364, 4.168], [0.959, 1.395, 6.126], [3.391, 1.184, 5.806], [4.327, 0.955, 3.538], [4.005, 0.895, 1.072], [4.310, -0.077, -3.029], [4.982, 0.091, -5.408], [3.360, 0.882, -7.089], [1.077, 1.490, -6.408], [0.390, 1.278, -4.045], [-2.102, -0.719, -2.088], [-2.772, 0.364, -2.655], [-2.386, 1.614, -2.339], [-2.945, 2.662, -2.945], [-1.457, 1.702, -1.401], [-0.907, 2.826, -1.028], [0.011, 2.691, -0.218], [-1.269, 3.921, -1.441], [-1.315, -1.030, -2.653], [-2.736, -1.482, -1.884], [-3.385, 0.227, -3.457], [-3.599, 2.565, -3.701], [-2.627, 3.585, -2.649], [-3.037, -4.811, 4.147], [-3.685, -3.411, 3.681], [-2.818, -2.772, 2.908], [-3.001, -1.501, 2.280], [-4.149, -0.726, 2.445], [-4.223, 0.493, 1.805], [-3.150, 0.892, 1.008], [-2.066, 0.169, 0.825], [-1.954, -1.011, 1.456], [-0.746, -1.770, 1.247], [0.195, -1.258, 0.414], [1.272, -2.005, 0.161], [1.535, -3.222, 0.767], [0.616, -3.737, 1.665], [-0.559, -3.020, 1.885], [-1.609, -3.508, 2.729], [-1.627, -4.661, 3.382], [-4.947, -1.094, 3.071], [-5.083, 1.134, 1.907], [-3.191, 1.847, 0.500], [1.977, -1.615, -0.563], [2.452, -3.743, 0.541], [0.768, -4.669, 2.183]], "lowdin_charge": [0.926, -0.185, -0.288, 0.001, -0.068, -0.085, -0.029, -0.131, -0.005, -0.095, 0.088, -0.412, -0.180, -0.141, -0.018, -0.067, -0.074, -0.077, -0.030, 0.114, 0.109, 0.104, 0.115, 0.142, 0.111, 0.108, 0.107, 0.104, 0.102, 0.063, 0.017, -0.369, 0.224, 0.077, -0.379, 0.023, 0.086, 0.104, 0.107, 0.164, 0.127, 0.105, 1.059, -0.217, -0.296, -0.068, 0.030, -0.011, -0.095, 0.072, -0.129, -0.100, 0.030, -0.060, 0.003, 0.042, -0.067, -0.292, -0.218, 0.126, 0.115, 0.116, 0.118, 0.121, 0.126], "multiplicity": 3, "total_energy_ha": -3286.7778, "total_charge": 1, "gap_ev": [6.27, 6.61], "lumo_ev": [-3.3, -3.5]}